1.
A structure of composition C27H43PPtSe2Si4Te at a distorted geometry. Source: the Open Molecules 2025 dataset; level of theory: ωB97M-V/def2-TZVPD.

Last column: Mulliken charge in e.
Cartesian coordinates (Å):
Pt  -0.28191  1.70291  -0.59165  0.952
C  -0.79509  2.24949  -3.55634  -0.086
C  0.36532  1.85560  -2.80529  -0.664
C  1.31412  2.87745  -2.47538  -0.198
C  1.08096  4.19404  -2.88822  -0.298
C  0.00836  4.49156  -3.71919  -0.579
C  -1.00185  3.56211  -3.94708  -0.605
H  -1.52865  1.48661  -3.81552  0.359
H  0.74587  0.82657  -2.88782  0.398
H  2.20236  2.67858  -1.84942  0.440
H  1.77469  5.00812  -2.60070  0.446
H  -0.05206  5.46154  -4.20996  0.404
H  -1.89947  3.87589  -4.46773  0.476
Se  -0.36846  1.15110  1.59678  0.050
P  -0.32603  3.38978  1.77381  0.404
Se  -1.40159  3.93968  -0.03909  -0.276
C  1.42740  3.73770  1.87059  0.624
C  2.10645  4.27129  0.79204  -0.244
C  3.51711  4.30785  0.80313  -0.555
C  4.20412  3.82802  1.91677  -0.532
C  3.49006  3.41352  3.05560  -0.623
C  2.11190  3.42592  3.06020  -0.628
C  -1.03665  4.17084  3.20920  0.688
C  -0.75776  5.54368  3.39391  -0.347
C  -1.30296  6.21327  4.46638  -0.613
C  -2.20404  5.57148  5.32985  -0.478
C  -2.43213  4.18869  5.16681  -0.568
C  -1.86142  3.49593  4.10605  -0.271
H  1.56773  4.66669  -0.11330  0.369
H  4.04734  4.63364  -0.07894  0.470
H  5.29597  3.84384  1.89414  0.427
H  4.03472  3.05208  3.91211  0.432
H  1.54538  3.17354  3.96097  0.430
H  -0.11535  6.11464  2.70069  0.322
H  -1.08000  7.27358  4.62194  0.388
H  -2.69980  6.11096  6.14113  0.410
H  -3.04486  3.64202  5.91990  0.354
H  -2.04996  2.42915  3.93485  0.273
C  -1.00529  -2.86004  -4.25896  -0.919
Si  0.39739  -3.42868  -3.05025  0.414
C  0.67301  -5.34688  -3.05032  -0.901
C  2.01489  -2.43840  -3.25465  -1.079
Si  -0.46361  -2.65114  -0.83708  -0.021
Te  -1.57494  -0.51135  -1.14567  -0.298
Si  1.24506  -3.10790  0.78800  0.433
C  1.59017  -4.99502  0.69019  -0.893
C  2.75354  -2.02218  0.23755  -0.866
C  0.51567  -2.61823  2.50157  -0.527
Si  -2.63503  -3.90964  -0.23613  0.165
C  -3.95544  -3.66763  -1.53566  -0.911
C  -3.22971  -3.21152  1.41939  -0.995
C  -2.27217  -5.76379  -0.06629  -1.038
H  -0.67688  -2.94291  -5.29306  0.418
H  -1.28798  -1.82217  -4.10460  0.220
H  -1.86837  -3.48261  -4.08967  0.243
H  0.82342  -5.69954  -4.06246  0.411
H  -0.18963  -5.83737  -2.59441  0.168
H  1.56644  -5.61455  -2.45353  0.302
H  2.24816  -2.33169  -4.30785  0.437
H  2.88438  -2.93354  -2.80027  0.380
H  1.91660  -1.42887  -2.81132  0.241
H  1.98163  -5.31195  -0.27679  0.237
H  0.71792  -5.58467  0.94488  0.228
H  2.33602  -5.26161  1.43408  0.405
H  3.15090  -2.34594  -0.73929  0.217
H  3.54405  -1.97146  0.98241  0.448
H  2.39740  -0.97316  0.10440  0.123
H  -0.48765  -3.02231  2.56094  -0.007
H  0.42106  -1.52911  2.57571  0.033
H  1.11652  -2.97347  3.34881  0.420
H  -4.12291  -2.58442  -1.61128  0.288
H  -4.88690  -4.14473  -1.28708  0.422
H  -3.63055  -4.02170  -2.53420  0.248
H  -3.26784  -2.10266  1.34892  0.247
H  -2.53611  -3.37018  2.24892  0.323
H  -4.20942  -3.54239  1.72543  0.431
H  -1.87814  -6.21868  -0.98140  0.286
H  -3.18929  -6.30317  0.18300  0.424
H  -1.52619  -5.97210  0.70682  0.291

Calculated values
LUMO energy (alpha / beta) = -5.50 / -8.52 eV
Charge = +2
Kohn-Sham gap (alpha / beta) = 6.84 / 5.04 eV
Multiplicity = 5

2.
A structure of composition C27H44BrN3OP2Pd at a distorted geometry. Source: the Open Molecules 2025 dataset; level of theory: ωB97M-V/def2-TZVPD.

Last column: Mulliken charge in e.
Cartesian coordinates (Å):
C  3.99518  -3.41335  2.96971  -0.368
C  3.84145  -2.62364  1.82667  0.446
C  3.65516  -3.28241  0.59916  -0.170
C  3.33615  -4.63920  0.60207  -0.647
N  3.30799  -5.36516  1.72538  0.102
C  3.65138  -4.77647  2.87745  -0.418
C  3.85658  -1.19468  1.77020  -0.301
C  3.86221  -0.01674  1.43836  0.568
C  3.40663  1.21749  0.86537  -0.314
C  2.06128  1.56691  1.06650  0.380
C  1.41816  2.44272  0.15168  -1.316
C  2.14445  2.89763  -0.98568  0.059
C  3.53052  2.78358  -1.01688  -0.470
C  4.16625  2.03138  -0.00360  -0.857
Pd  -0.07062  1.04650  -0.50085  0.076
P  -0.90410  -0.77173  0.75811  0.992
H  3.71254  -2.70649  -0.32086  0.573
H  4.40387  -2.97758  3.87480  0.558
H  3.11673  -5.10242  -0.35729  0.457
H  3.68564  -5.40618  3.77260  0.449
H  5.23857  2.11473  0.10323  0.551
H  1.50369  1.20627  1.92590  0.675
H  4.05903  3.30142  -1.81424  0.555
H  0.43403  2.92291  0.35235  0.972
C  -2.74057  -0.87438  1.02002  -0.751
C  -3.40665  -2.25003  1.08947  -1.333
H  -3.18466  -0.30098  0.19021  0.598
H  -2.96306  -0.30291  1.93737  0.538
H  -4.49616  -2.10598  1.10580  0.444
H  -3.17675  -2.86838  0.21443  0.318
H  -3.15058  -2.81374  1.99696  0.286
C  -0.33533  -2.25326  -0.18596  -0.262
C  -0.27752  -3.64835  0.44923  -1.216
H  0.69255  -1.96620  -0.46334  0.321
H  -0.92412  -2.27710  -1.11765  0.262
H  0.02452  -4.35528  -0.33709  0.434
H  0.48964  -3.71627  1.23305  0.154
H  -1.23509  -3.99918  0.85936  0.255
C  -0.16776  -1.07970  2.42594  1.116
C  -0.86326  -2.01407  3.41871  -1.397
H  -0.13874  -0.07529  2.87734  -0.581
H  0.86825  -1.41712  2.24786  -0.225
H  -0.32359  -1.95554  4.37644  0.458
H  -1.90550  -1.72315  3.60659  0.323
H  -0.83521  -3.06689  3.10897  0.337
Br  1.19593  4.03187  -2.22991  0.167
P  -0.92612  1.06873  -2.59381  0.670
C  -1.89872  -0.41660  -2.95057  -0.386
C  -2.89742  -0.27162  -4.09741  -1.337
H  -2.40345  -0.67184  -2.00647  0.236
H  -1.18324  -1.22325  -3.16171  0.441
H  -3.44102  -1.20961  -4.27293  0.421
H  -3.64877  0.49587  -3.88675  0.326
H  -2.39889  -0.00897  -5.03770  0.326
C  -1.90156  2.59210  -2.88150  -0.485
C  -1.61737  3.35076  -4.19029  -1.321
H  -1.66754  3.22546  -2.00810  0.528
H  -2.97192  2.32975  -2.80399  0.574
H  -2.15009  4.31567  -4.19946  0.391
H  -0.55203  3.59364  -4.30415  0.330
H  -1.93320  2.77776  -5.07489  0.320
C  0.62386  0.92810  -3.56717  -0.103
C  0.54220  0.46796  -5.01888  -1.379
H  1.25277  0.24857  -2.96458  0.407
H  1.10368  1.91718  -3.51645  0.040
H  1.53380  0.54887  -5.48273  0.414
H  0.24146  -0.57875  -5.11367  0.367
H  -0.14766  1.08629  -5.60125  0.289
C  -3.04637  4.01200  2.75962  -0.794
N  -1.80182  3.63547  3.38886  -0.298
C  -1.03368  2.58278  2.98561  0.672
N  0.03297  2.33130  3.79051  -0.242
O  -1.31655  1.90146  1.97454  -0.686
H  -3.24015  3.35103  1.91074  0.218
H  -2.95800  5.04147  2.38275  0.302
H  -3.86675  3.92302  3.49019  0.341
H  -1.63261  4.04322  4.29638  0.215
H  0.55307  1.48622  3.65173  0.186
H  0.19203  2.90240  4.59960  0.222

Calculated values
LUMO energy (alpha / beta) = -12.28 / -15.56 eV
Charge = +4
Kohn-Sham gap (alpha / beta) = 6.58 / 3.27 eV
Multiplicity = 5

3.
A structure of composition C27H44BrNOP2Pd at a distorted geometry. Source: the Open Molecules 2025 dataset; level of theory: ωB97M-V/def2-TZVPD.

Last column: Mulliken charge in e.
Cartesian coordinates (Å):
C  -0.64797  7.03234  -3.43345  -0.391
C  -0.80508  5.66035  -3.74223  0.543
C  -1.14038  5.29316  -5.06466  -0.443
C  -1.27728  6.31246  -6.02317  -0.297
N  -1.10732  7.59515  -5.70988  -0.600
C  -0.80678  7.97066  -4.46824  -0.315
C  -0.63578  4.65622  -2.71323  -0.030
C  -0.51593  3.89296  -1.76235  -0.537
C  -0.66405  2.95160  -0.69998  0.851
C  0.34996  2.83200  0.27151  -1.253
C  0.28982  1.75450  1.17707  -0.181
C  -0.73529  0.85783  0.93934  0.390
C  -1.89494  1.06922  0.21436  -0.478
C  -1.83030  2.15790  -0.66734  -0.658
Pd  -0.17618  -1.11857  1.20494  -0.484
P  1.99593  -1.51047  1.34982  0.893
H  -1.29233  4.25181  -5.35461  0.403
H  -0.40710  7.37270  -2.42465  0.397
H  -1.52788  6.06275  -7.05603  0.356
H  -0.68271  9.03560  -4.26432  0.359
H  -2.63518  2.37764  -1.36722  0.496
H  1.17582  3.53861  0.29608  0.460
H  -2.73806  0.39271  0.32391  0.544
H  0.99991  1.57857  1.98577  0.774
C  2.34892  -2.93855  2.40858  -0.843
C  3.27742  -3.96969  1.76977  -1.173
H  1.37250  -3.38134  2.67093  0.543
H  2.77344  -2.53397  3.34718  0.517
H  3.34922  -4.83829  2.43455  0.410
H  2.89080  -4.30624  0.80436  0.243
H  4.28882  -3.57700  1.61748  0.251
C  2.15272  -1.78993  -0.46607  0.389
C  3.07694  -0.81269  -1.18839  -1.570
H  1.11860  -1.65811  -0.85962  -0.234
H  2.43019  -2.84355  -0.63627  0.270
H  2.90519  -0.90775  -2.26709  0.467
H  2.87722  0.23374  -0.91660  0.244
H  4.13611  -1.03008  -1.00461  0.311
C  3.20782  -0.27472  1.90196  -0.189
C  4.65012  -0.78824  2.04285  -1.381
H  2.85060  0.11252  2.87190  0.340
H  3.16645  0.56834  1.19861  0.309
H  5.31007  0.06301  2.26049  0.430
H  4.74835  -1.50121  2.86966  0.298
H  5.02706  -1.27068  1.13129  0.238
Br  -1.28287  -0.62993  3.40669  -0.540
P  -2.53502  -3.47865  -1.23387  -0.256
C  -0.71741  -3.66194  -1.21700  0.829
C  -0.35242  -5.12861  -1.47201  -1.509
H  -0.34236  -3.31457  -0.23813  -0.756
H  -0.30322  -3.00858  -1.99844  0.446
H  0.70739  -5.22428  -1.72519  0.393
H  -0.53785  -5.74440  -0.58403  0.326
H  -0.93492  -5.54948  -2.30323  0.420
C  -2.98940  -3.28558  0.53132  0.140
C  -4.40804  -3.85031  0.69659  -1.385
H  -2.91491  -2.23151  0.83647  -0.109
H  -2.26591  -3.86812  1.11957  0.358
H  -4.63529  -4.01108  1.75267  0.390
H  -5.16443  -3.16619  0.29555  0.321
H  -4.51403  -4.81335  0.17686  0.372
C  -2.82038  -1.81767  -1.97472  0.059
C  -3.06496  -1.97201  -3.47430  -1.396
H  -1.95791  -1.17596  -1.75083  -0.066
H  -3.70087  -1.39486  -1.47204  0.425
H  -3.47534  -1.05064  -3.88347  0.415
H  -2.14200  -2.19197  -4.01416  0.294
H  -3.77821  -2.77447  -3.68045  0.371
C  0.10247  2.45303  6.13745  -1.301
C  0.42612  2.19103  4.67806  0.067
O  1.29468  1.08690  4.43241  -0.519
H  -0.37022  1.58141  6.59444  0.279
H  -0.62407  3.27223  6.16559  0.388
H  0.98156  2.74490  6.71497  0.313
H  -0.52644  1.99597  4.15671  0.188
H  0.89076  3.07769  4.22552  0.309
H  0.70605  0.36777  4.09857  0.063

Calculated values
LUMO energy (alpha / beta) = -1.05 / -1.05 eV
Charge = 0
Kohn-Sham gap (alpha / beta) = 6.12 / 6.12 eV
Multiplicity = 1

4.
A structure of composition C27H44BrNOP2SSr at a distorted geometry. Source: the Open Molecules 2025 dataset; level of theory: ωB97M-V/def2-TZVPD.

Last column: Mulliken charge in e.
Cartesian coordinates (Å):
C  -1.19458  6.84942  -5.03211  -0.291
C  -1.54311  5.49576  -5.13017  0.533
C  -1.65177  4.93680  -6.41207  -0.327
C  -1.43511  5.74782  -7.53368  -0.340
N  -1.11712  7.03360  -7.41829  -0.519
C  -0.98996  7.58223  -6.21115  -0.356
C  -1.56146  4.62032  -3.96045  -0.402
C  -1.02130  3.69514  -3.34148  0.013
C  -0.01181  2.68512  -3.05925  -1.501
C  1.23469  2.97356  -2.44997  -0.972
C  2.07698  1.95038  -2.03973  -0.578
C  1.73756  0.61758  -2.32059  0.138
C  0.59445  0.33560  -3.07419  0.382
C  -0.28323  1.34936  -3.40903  0.635
Sr  -1.98180  2.60537  -1.09790  1.718
P  2.79626  -0.80307  -1.94854  0.869
H  -1.80416  3.86433  -6.51481  0.433
H  -0.98716  7.28889  -4.06166  0.428
H  -1.51568  5.31934  -8.53705  0.373
H  -0.70642  8.63559  -6.15805  0.378
H  -1.16695  1.13446  -4.01204  0.421
H  1.53419  4.02462  -2.35386  0.562
H  0.39178  -0.68799  -3.39126  0.095
H  3.03429  2.20934  -1.57159  0.402
C  1.70151  -1.66538  -0.80408  0.939
C  1.89567  -3.12596  -0.41699  -1.316
H  0.69427  -1.49630  -1.22991  -0.438
H  1.67465  -1.01530  0.08929  -0.366
H  1.46806  -3.27478  0.58486  0.465
H  1.37897  -3.81301  -1.09928  0.290
H  2.94731  -3.43309  -0.35701  0.280
C  3.11663  -1.52926  -3.57346  -0.315
C  3.46545  -0.49215  -4.65203  -1.243
H  2.21560  -2.10371  -3.83380  0.248
H  3.93502  -2.25056  -3.45346  0.689
H  3.58098  -0.97981  -5.62730  0.406
H  2.69344  0.26894  -4.77637  0.254
H  4.40176  0.03806  -4.43916  0.363
C  4.35342  -0.19439  -1.27450  -0.376
C  5.41694  -1.28852  -1.09614  -1.218
H  4.13268  0.30114  -0.30839  0.305
H  4.73571  0.58728  -1.96297  0.518
H  6.35849  -0.82146  -0.78045  0.391
H  5.12126  -2.00454  -0.31566  0.339
H  5.59886  -1.84945  -2.02539  0.313
Br  -1.83564  -0.19036  -0.56779  -0.675
P  -2.65096  -3.11670  -3.99006  -0.139
C  -0.81572  -3.30516  -3.90553  0.619
C  -0.37439  -4.73494  -4.20261  -1.490
H  -0.49452  -2.99495  -2.90071  -0.507
H  -0.37971  -2.61366  -4.64021  0.329
H  0.71194  -4.78361  -4.32851  0.366
H  -0.64473  -5.41714  -3.39034  0.352
H  -0.83181  -5.10772  -5.12431  0.428
C  -3.04523  -2.97696  -2.19952  0.656
C  -4.45130  -3.46252  -1.85555  -1.401
H  -2.89162  -1.93137  -1.87428  -0.604
H  -2.29717  -3.58826  -1.67111  0.370
H  -4.60882  -3.41065  -0.77350  0.368
H  -5.22439  -2.85815  -2.33839  0.337
H  -4.58917  -4.50372  -2.16193  0.364
C  -2.76641  -1.42372  -4.69987  0.795
C  -3.07312  -1.48070  -6.19962  -1.377
H  -1.81720  -0.90754  -4.51764  -0.981
H  -3.55903  -0.89289  -4.15666  0.535
H  -3.36292  -0.49506  -6.57431  0.399
H  -2.20408  -1.81062  -6.77801  0.326
H  -3.89707  -2.16907  -6.40931  0.381
C  -0.21256  2.51774  3.41393  -1.034
S  0.64031  2.59081  1.83191  0.397
C  1.32940  0.92010  1.79498  -0.181
O  -0.50546  2.61268  0.80771  -0.704
H  0.54444  2.61966  4.19607  0.417
H  -0.72746  1.55399  3.51961  0.321
H  -0.92481  3.34631  3.47107  0.362
H  0.52247  0.17858  1.74873  0.317
H  1.99161  0.84586  0.92282  -0.439
H  1.92261  0.79267  2.71068  0.471

Calculated values
LUMO energy = -6.53 eV
Charge = +2
Kohn-Sham gap = 5.34 eV
Multiplicity = 1

Which of these has the highest charge? C27H44BrN3OP2Pd

What is the multiplicity in the third record? 1

What is the charge in the third record? 0

The lowest charge belongs to which entry? C27H44BrNOP2Pd